{
  "formula": "C5H12NO",
  "method": "wB97M-V/def2-TZVPD",
  "spin_multiplicity": 1,
  "gap_ev": 4.8,
  "homo_energy_ev": -2.36,
  "total_charge": -1,
  "symbols": ["O", "N", "C", "C", "C", "C", "C", "H", "H", "H", "H", "H", "H", "H", "H", "H", "H", "H", "H"],
  "positions_angstrom": [[3.1592, -0.8294, -0.3755], [-4.2113, 0.8405, -0.2128], [1.1738, -0.4465, 0.9007], [2.7027, -0.2632, 0.7612], [0.4020, -0.2910, -0.3991], [-3.6487, -0.3412, 0.0621], [0.2202, 1.2180, -0.7930], [-3.4880, -0.9691, -0.8244], [-3.0807, 0.8725, -0.3511], [3.1237, -0.6152, 1.7397], [1.1278, -1.5033, 1.2134], [0.9539, -0.8057, -1.1831], [-0.1040, 1.4162, -1.8207], [-0.6402, -0.6048, -0.2567], [0.7866, 0.1876, 1.7197], [-0.5244, 1.7034, -0.1382], [-3.1626, -0.7326, 0.9612], [1.2052, 1.6535, -0.6054], [2.9331, 0.8431, 0.7746]],
  "mulliken_charge": [-0.88, -0.68, -0.62, -0.50, -0.08, -0.24, -1.14, 0.27, 0.36, 0.24, 0.35, 0.35, 0.27, -0.02, 0.26, 0.25, 0.28, 0.37, 0.17]
}

***

{
  "formula": "C4H10N4O",
  "method": "wB97M-V/def2-TZVPD",
  "spin_multiplicity": 1,
  "gap_ev": 10.7,
  "homo_energy_ev": -18.34,
  "smiles": "CC1=[NH+]O[C@H](C(N)=[NH2+])N1",
  "total_charge": 2,
  "symbols": ["O", "N", "N", "N", "N", "C", "C", "C", "C", "H", "H", "H", "H", "H", "H", "H", "H", "H", "H"],
  "positions_angstrom": [[-0.1285, 1.7371, 0.0915], [0.7045, -0.1378, -0.7347], [-2.8044, 1.0116, 0.4706], [-2.3041, -1.2200, 0.0354], [1.1590, 1.5004, 0.4919], [-2.0614, 0.0737, -0.0372], [-0.4218, 0.6677, -0.7765], [2.9242, -0.2017, 0.3159], [1.6489, 0.3743, 0.0347], [1.3448, 2.0557, 1.3091], [-0.7867, 0.9207, -1.8147], [-2.5835, 2.0012, 0.4523], [3.4631, 0.0788, 1.2447], [0.7462, -1.0255, -1.0964], [2.7655, -1.3444, 0.1773], [-1.7722, -1.8806, -0.5319], [-3.5945, 0.9483, 1.1615], [-3.0670, -1.5482, 0.5230], [3.6446, -0.0612, -0.5008]],
  "mulliken_charge": [-0.24, 0.00, -0.34, -0.29, 0.01, 0.50, -0.08, -1.04, 0.63, 0.30, 0.37, 0.25, 0.37, 0.16, 0.33, 0.23, 0.28, 0.22, 0.35]
}

***

{
  "formula": "C3H8NP",
  "method": "wB97M-V/def2-TZVPD",
  "spin_multiplicity": 3,
  "gap_ev": [6.0, 7.6],
  "homo_energy_ev": [-5.17, -8.89],
  "total_charge": 0,
  "symbols": ["P", "N", "C", "C", "C", "H", "H", "H", "H", "H", "H", "H", "H"],
  "positions_angstrom": [[-2.6121, 0.0450, 0.6535], [-1.0764, 0.5753, 0.2516], [0.3315, -1.4276, -0.4019], [-0.0419, -0.0268, -0.1255], [1.6680, 1.2989, -0.5342], [1.2354, -1.6040, 0.3858], [2.2984, 1.1199, -1.3217], [-0.4251, -2.1176, -0.1892], [-2.3173, -1.0351, 1.4310], [2.0919, 1.2598, 0.4489], [0.6380, -1.4990, -1.4539], [-2.8562, 1.2196, 1.5445], [1.0657, 2.1916, -0.6889]],
  "mulliken_spin": [0.12, 0.10, 0.11, 0.64, 0.93, 0.01, 0.03, 0.03, 0.01, 0.00, 0.00, 0.00, 0.02]
}